# 1
Density functional theory data (wB97M-V/def2-TZVPD) for a structure of composition C54H42N4O6RhS2.

Properties
net charge = +1
relative energy (zero: lowest compared OMol25 entry of this formula, charge and spin) = 0.169 eV
molar mass = 1009.992 g/mol
lowest unoccupied orbital energy = -0.1342 Ha
gap between HOMO and LUMO = 0.2488 Eh
calculated total energy = -99598.53402 eV

XYZ file:
```
109
C54H42N4O6RhS2 (wB97M-V/def2-TZVPD)
Rh -0.20 -0.05 -0.01
O -0.27 4.43 -1.01
C 0.04 4.77 0.26
C 0.35 6.11 0.49
C 0.69 6.54 1.76
C 0.71 5.64 2.83
C 0.40 4.32 2.61
C 0.06 3.87 1.33
C -0.27 2.45 1.12
O -0.16 1.97 -0.11
N -0.64 1.72 2.12
N -1.15 0.53 1.59
C -2.36 0.22 1.89
C -3.23 -0.57 1.07
C -4.43 -1.06 1.62
C -5.38 -1.64 0.82
C -5.16 -1.69 -0.57
C -4.01 -1.20 -1.13
C -3.01 -0.63 -0.32
O -1.94 -0.14 -0.92
H -0.46 3.48 -1.03
H 0.32 6.80 -0.34
H 0.93 7.58 1.93
H 0.97 5.98 3.82
H 0.40 3.60 3.42
H -2.74 0.69 2.79
H -4.59 -0.97 2.68
H -6.30 -2.02 1.24
H -5.91 -2.14 -1.21
H -3.83 -1.27 -2.19
C 6.29 4.28 -0.39
C 5.21 3.23 -0.25
C 3.87 3.59 -0.18
C 2.88 2.62 -0.05
C 3.26 1.29 0.01
C 4.59 0.90 -0.05
C 5.56 1.88 -0.18
S 2.10 -0.05 0.21
O 2.80 -1.12 0.92
C 1.66 -0.48 -1.50
C 1.32 0.59 -2.38
C 0.83 0.31 -3.61
C 0.63 -1.02 -4.03
C 0.09 -1.31 -5.31
C -0.12 -2.60 -5.69
C 0.18 -3.67 -4.81
C 0.70 -3.42 -3.58
C 0.95 -2.09 -3.16
C 1.48 -1.81 -1.87
C 1.86 -2.94 -0.98
C 3.04 -3.68 -1.25
C 3.93 -3.33 -2.29
C 5.07 -4.05 -2.51
C 5.37 -5.17 -1.70
C 4.54 -5.52 -0.68
C 3.36 -4.79 -0.42
C 2.49 -5.13 0.64
C 1.37 -4.40 0.90
C 1.07 -3.29 0.08
S -0.42 -2.37 0.37
O -1.51 -3.02 -0.36
C -0.65 -2.58 2.11
C 0.29 -2.07 3.01
C 0.05 -2.21 4.36
C -1.11 -2.85 4.83
C -1.34 -2.99 6.31
C -2.02 -3.34 3.91
C -1.80 -3.21 2.54
H 5.86 5.28 -0.42
H 6.86 4.12 -1.30
H 6.98 4.23 0.45
H 3.58 4.63 -0.22
H 1.85 2.91 0.00
H 4.86 -0.14 0.04
H 6.60 1.59 -0.23
H 1.46 1.61 -2.06
H 0.58 1.12 -4.29
H -0.14 -0.49 -5.98
H -0.53 -2.82 -6.67
H -0.01 -4.69 -5.13
H 0.91 -4.24 -2.91
H 3.71 -2.48 -2.92
H 5.74 -3.78 -3.31
H 6.27 -5.73 -1.88
H 4.77 -6.37 -0.05
H 2.73 -5.99 1.25
H 0.72 -4.67 1.72
H 1.19 -1.60 2.65
H 0.77 -1.83 5.07
H -0.58 -3.64 6.75
H -2.31 -3.42 6.52
H -1.28 -2.02 6.81
H -2.92 -3.83 4.25
H -2.51 -3.58 1.81
N -5.16 1.70 -2.97
C -5.72 2.64 -2.16
O -6.77 3.19 -2.43
C -4.97 2.98 -0.90
C -5.62 3.75 0.06
C -4.96 4.05 1.24
C -3.67 3.56 1.41
N -3.03 2.83 0.50
C -3.68 2.56 -0.63
H -5.68 1.43 -3.78
H -4.39 1.13 -2.67
H -6.62 4.10 -0.14
H -5.43 4.65 2.01
H -3.12 3.76 2.33
H -3.10 1.98 -1.35
```

Löwdin population analysis, charges in e, atoms 1 to 99:
1 Rh 0.9784
2 O 0.0724
3 C -0.2742
4 C -0.0033
5 C -0.0663
6 C -0.0787
7 C -0.0236
8 C -0.1239
9 C -0.4436
10 O -0.2148
11 N 0.1246
12 N -0.1125
13 C -0.0442
14 C -0.1702
15 C -0.0320
16 C -0.0696
17 C -0.0448
18 C -0.0213
19 C -0.3749
20 O -0.1930
21 H 0.0723
22 H 0.1233
23 H 0.1098
24 H 0.1045
25 H 0.1132
26 H 0.1536
27 H 0.1224
28 H 0.1077
29 H 0.1149
30 H 0.1238
31 C -0.0351
32 C -0.2456
33 C 0.0006
34 C -0.0450
35 C -0.3287
36 C -0.0469
37 C -0.0159
38 S 0.9541
39 O -0.3989
40 C -0.3245
41 C -0.0618
42 C 0.0120
43 C -0.1319
44 C -0.0148
45 C -0.0455
46 C -0.0407
47 C 0.0095
48 C -0.0942
49 C -0.1396
50 C -0.1619
51 C -0.1014
52 C -0.0034
53 C -0.0518
54 C -0.0547
55 C -0.0162
56 C -0.1361
57 C 0.0120
58 C -0.0266
59 C -0.2753
60 S 0.9491
61 O -0.3575
62 C -0.3893
63 C -0.0629
64 C -0.0121
65 C -0.2510
66 C -0.0380
67 C -0.0143
68 C -0.0556
69 H 0.0801
70 H 0.0901
71 H 0.0907
72 H 0.1232
73 H 0.0762
74 H 0.1169
75 H 0.1252
76 H 0.1082
77 H 0.1305
78 H 0.1207
79 H 0.1142
80 H 0.1147
81 H 0.1276
82 H 0.1220
83 H 0.1114
84 H 0.1119
85 H 0.1196
86 H 0.1258
87 H 0.1215
88 H 0.0998
89 H 0.1259
90 H 0.0908
91 H 0.0796
92 H 0.0883
93 H 0.1204
94 H 0.1207
95 N 0.1817
96 C -0.4951
97 O 0.0691
98 C -0.1054
99 C 0.0112

=====

# 2
Density functional theory data (wB97M-V/def2-TZVPD) for a structure of composition C54H43AsF3FeN5O3S2 at a distorted geometry.

Properties
net charge = +1
expectation value of S² = 8.765
relative energy (zero: lowest compared OMol25 entry of this formula, charge and spin) = 0.000 eV
molar mass = 1061.865 g/mol
lowest unoccupied orbital energy (spin up / spin down) = -0.0977 / -0.1445 Ha
gap between HOMO and LUMO (spin up / spin down) = 0.2634 / 0.2166 Eh
multiplicity = 6
calculated total energy = -195329.88782 eV

XYZ file:
```
112
C54H43AsF3FeN5O3S2 (wB97M-V/def2-TZVPD)
Fe 0.48 2.25 -1.03
C -5.37 -0.39 3.35
C -4.20 0.45 2.92
C -3.53 0.22 1.74
C -2.41 0.93 1.33
C -1.79 1.74 2.25
C -2.40 2.04 3.44
C -3.66 1.53 3.68
S -0.13 2.26 2.02
O 0.27 3.02 3.13
O 0.62 1.07 1.73
N -0.18 3.13 0.62
C -1.31 3.98 0.52
C -1.71 4.96 1.41
C -2.99 5.59 1.18
C -3.80 5.29 0.13
C -3.39 4.37 -0.85
C -4.06 4.19 -2.12
C -3.46 3.33 -3.02
C -2.23 2.74 -2.73
N -1.59 2.96 -1.59
C -2.13 3.74 -0.66
H -5.01 -1.32 3.77
H -6.03 -0.69 2.54
H -5.94 0.13 4.16
H -3.94 -0.55 1.11
H -1.90 0.64 0.40
H -1.83 2.61 4.16
H -4.08 1.77 4.64
H -1.17 5.32 2.25
H -3.48 6.34 1.81
H -4.74 5.76 0.04
H -5.01 4.67 -2.35
H -3.85 3.25 -4.06
H -1.77 2.13 -3.53
C -2.29 -3.16 5.10
C -2.07 -1.88 4.72
C -1.46 -1.62 3.50
C -1.23 -2.67 2.64
C -1.59 -3.99 2.96
C -2.08 -4.24 4.25
As -0.31 -2.26 1.00
C -0.82 -3.82 -0.04
C -1.95 -3.93 -0.81
C -2.19 -5.10 -1.53
C -1.20 -6.08 -1.50
C -0.06 -5.97 -0.70
C 0.10 -4.80 0.06
C 1.18 -4.60 1.05
C 2.11 -5.58 1.52
C 3.04 -5.22 2.48
C 2.99 -3.92 3.00
C 2.19 -2.92 2.50
C 1.24 -3.28 1.56
H -2.71 -3.37 6.12
H -2.28 -1.07 5.41
H -1.20 -0.61 3.23
H -1.44 -4.84 2.33
H -2.29 -5.26 4.52
H -2.71 -3.14 -0.74
H -3.10 -5.11 -2.07
H -1.25 -6.85 -2.26
H 0.68 -6.74 -0.58
H 2.07 -6.61 1.11
H 3.69 -5.98 2.96
H 3.73 -3.65 3.77
H 2.26 -1.90 2.85
F -1.28 -6.16 -4.43
C -1.20 -5.22 -5.38
F -2.34 -5.22 -6.05
F -0.28 -5.66 -6.26
C -0.79 -3.85 -4.85
C 0.21 -3.85 -3.89
C 0.67 -2.66 -3.37
C -0.01 -1.49 -3.69
C -1.05 -1.50 -4.59
C -1.39 -2.70 -5.24
C 0.26 -0.23 -3.04
C 0.31 0.73 -2.30
H 0.77 -4.76 -3.62
H 1.52 -2.64 -2.74
H -1.58 -0.58 -4.89
H -2.14 -2.76 -6.00
N 4.04 2.82 2.89
C 3.74 2.17 1.76
C 2.76 2.60 0.90
N 2.48 1.91 -0.21
C 3.17 0.82 -0.51
C 4.14 0.35 0.38
N 4.38 0.98 1.51
H 3.50 3.53 3.29
H 4.86 2.52 3.39
H 2.10 3.38 1.18
H 2.81 0.23 -1.34
H 4.80 -0.48 0.11
C 2.76 2.51 -3.79
S 2.38 4.08 -3.00
O 1.20 3.74 -2.05
C 3.88 4.26 -1.99
C 5.05 3.52 -2.12
C 6.18 3.89 -1.46
C 6.24 5.01 -0.67
C 5.04 5.73 -0.50
C 3.85 5.35 -1.11
H 2.98 1.77 -3.09
H 3.60 2.73 -4.45
H 1.91 2.18 -4.37
H 5.03 2.51 -2.53
H 7.10 3.27 -1.50
H 7.08 5.27 -0.12
H 5.06 6.68 0.02
H 2.93 5.96 -1.03
```

Löwdin population analysis, charges in e, atoms 1 to 99:
1 Fe 0.9564
2 C -0.0266
3 C -0.2492
4 C -0.0464
5 C -0.0705
6 C -0.3276
7 C -0.0574
8 C -0.0098
9 S 0.5657
10 O -0.2596
11 O -0.3279
12 N -0.2171
13 C -0.2534
14 C 0.0234
15 C -0.0400
16 C -0.0494
17 C -0.1215
18 C 0.0435
19 C -0.0466
20 C -0.1020
21 N 0.0421
22 C -0.1690
23 H 0.0731
24 H 0.0814
25 H 0.0951
26 H 0.1186
27 H 0.0990
28 H 0.1172
29 H 0.1144
30 H 0.1086
31 H 0.1178
32 H 0.1094
33 H 0.1227
34 H 0.1255
35 H 0.1136
36 C -0.1067
37 C -0.1006
38 C -0.1223
39 C -0.3824
40 C -0.0662
41 C -0.0665
42 As 1.3602
43 C -0.3924
44 C -0.0981
45 C -0.0748
46 C -0.0842
47 C -0.0073
48 C -0.2491
49 C -0.1812
50 C -0.0226
51 C -0.0811
52 C -0.0991
53 C -0.1042
54 C -0.3323
55 H 0.1214
56 H 0.1066
57 H 0.0753
58 H 0.0973
59 H 0.1044
60 H 0.1058
61 H 0.0984
62 H 0.0989
63 H 0.1042
64 H 0.1139
65 H 0.1154
66 H 0.1082
67 H 0.1014
68 F 0.1321
69 C -0.5883
70 F 0.1680
71 F 0.1373
72 C -0.1219
73 C -0.0066
74 C -0.0031
75 C -0.2479
76 C -0.0129
77 C 0.0079
78 C -0.0939
79 C -0.0939
80 H 0.1408
81 H 0.1102
82 H 0.1246
83 H 0.1201
84 N 0.1792
85 C -0.3412
86 C -0.0978
87 N -0.0102
88 C -0.1304
89 C -0.0910
90 N 0.1545
91 H 0.0939
92 H 0.1157
93 H 0.0897
94 H 0.0938
95 H 0.1231
96 C -0.2270
97 S 1.0828
98 O -0.6038
99 C -0.3789